DFT (ωB97M-V/def2-TZVPD) results for a 4-piece molecular cluster, C23H46BFNO7 overall.

The calculation puts the max |F| at 0.0927 Eh/bohr. As for the multiplicity: 1. The calculation puts the total energy at -43803.5112 eV. The calculation puts the frontier orbital gap at 6.3 eV. As for the total charge: -1.

Last column: Mulliken charge in e.
Geometry (Å):
O -2.28 -3.28 -0.32  -0.55
C -1.67 -2.56 -1.45  0.18
C -0.56 -3.27 -2.46  -0.35
C 0.04 -2.33 -3.70  -0.25
C -0.41 -0.77 -3.97  -0.49
C -1.52 -0.12 -2.95  -0.30
C -2.13 -0.99 -1.68  0.78
C -3.21 -0.32 -0.62  -0.84
N -2.58 0.20 0.65  -0.13
C -1.90 1.53 0.48  -0.74
C -0.30 1.48 0.13  -0.02
C 0.59 0.47 1.05  -1.02
C 0.77 0.91 2.62  1.30
C -0.48 0.36 3.58  -0.54
C -0.08 0.42 5.18  -0.09
F -1.14 1.11 5.98  -0.39
O 1.86 -0.02 3.07  -0.94
B 3.16 0.67 3.20  1.17
O 2.74 1.99 3.78  -0.55
C 1.49 2.33 3.02  -0.20
O 2.03 3.21 1.97  -0.65
H -1.67 -3.07 0.47  0.34
H -0.19 -4.40 -2.31  0.26
H 0.82 -2.82 -4.43  0.20
H 0.04 -0.12 -4.85  0.26
H -1.90 0.99 -3.03  0.27
H -3.86 0.52 -1.11  0.26
H -3.96 -1.18 -0.29  0.28
H -2.01 -0.51 1.16  0.21
H -2.44 2.09 -0.43  0.14
H -2.06 2.20 1.44  0.29
H -0.05 1.23 -1.00  0.16
H 0.12 2.58 0.30  0.30
H 0.15 -0.63 0.92  -0.02
H 1.69 0.42 0.58  0.22
H -0.60 -0.80 3.32  0.13
H -1.51 0.85 3.32  0.14
H 0.05 -0.67 5.62  0.21
H 0.94 0.97 5.40  0.11
H 3.96 0.15 3.91  -0.32
H 3.70 0.67 2.15  -0.41
H 0.83 2.82 3.85  0.26
H 2.28 2.70 1.14  0.36
C 6.57 5.56 5.45  -1.28
C 6.25 4.80 4.17  0.38
C 4.77 4.46 4.07  -1.03
O 7.01 3.60 4.13  -0.56
H 6.32 4.95 6.33  0.31
H 7.64 5.78 5.51  0.34
H 6.01 6.50 5.50  0.34
H 6.55 5.40 3.30  0.29
H 4.46 3.82 4.91  0.22
H 4.56 3.91 3.15  0.26
H 4.16 5.37 4.08  0.36
H 6.75 3.05 4.90  0.36
C -6.87 1.87 -4.50  -1.31
C -6.74 1.31 -3.09  0.44
C -7.82 1.88 -2.18  -1.31
O -5.46 1.65 -2.56  -0.48
H -6.75 2.96 -4.50  0.34
H -6.07 1.46 -5.14  0.32
H -7.84 1.61 -4.94  0.38
H -6.81 0.22 -3.11  0.24
H -7.74 2.97 -2.10  0.33
H -7.71 1.48 -1.16  0.32
H -8.82 1.62 -2.55  0.38
H -5.39 2.62 -2.54  0.30
C 1.06 -7.59 -4.88  -1.32
C 1.85 -6.45 -4.27  0.54
C 3.31 -6.81 -4.11  -1.32
O 1.30 -6.13 -2.99  -0.48
H 1.10 -8.49 -4.25  0.33
H 0.00 -7.33 -4.98  0.32
H 1.44 -7.85 -5.87  0.38
H 1.75 -5.56 -4.89  0.20
H 3.44 -7.67 -3.45  0.34
H 3.87 -5.98 -3.65  0.33
H 3.77 -7.04 -5.08  0.37
H 1.38 -6.92 -2.42  0.30